Entry from the OMol25 dataset: a molecular structure, C42H56KN4O7P in a non-equilibrium geometry (the ωB97M-V functional and the def2-TZVPD basis).

Lowest unoccupied orbital energy   3.963 eV
DFT total energy   -3321.269072 a.u.
Gap between HOMO and LUMO   5.58 eV
Energy above the lowest of the compared OMol25 structures with the same formula, charge and spin   1.178 eV

```
! RIJCOSX wB97M-V def2-TZVPD def2/J DEFGRID3
* xyz -2 1
K 0.3464 -1.6643 1.1808
O 0.8829 -3.9045 1.0332
C 1.7205 -4.3060 0.1870
C 1.3210 -5.1258 -0.9324
C 2.2105 -5.6316 -1.8399
C 3.5913 -5.3841 -1.7209
C 4.0213 -4.5953 -0.6778
C 3.1434 -4.0256 0.2549
C 3.7086 -3.2086 1.3011
N 3.0642 -2.4620 2.1022
C 3.7798 -1.7921 3.1482
C 3.5034 -0.2926 3.1798
N 2.1464 -0.0331 3.5910
C 1.7404 1.1628 3.6513
C 0.4495 1.5921 4.1499
C 0.3018 2.9465 4.4593
C -0.8420 3.4683 5.0315
C -1.8933 2.5851 5.3158
C -1.8002 1.2521 5.0044
C -0.6439 0.6682 4.3699
O -0.6289 -0.5492 4.0328
H 0.2588 -5.3206 -1.0339
H 1.8488 -6.2308 -2.6704
H 4.2947 -5.7994 -2.4334
H 5.0853 -4.3901 -0.5711
H 4.8140 -3.2692 1.3912
H 4.8750 -1.9502 3.0766
H 3.4366 -2.1965 4.1064
H 3.7287 0.1362 2.1916
H 4.2096 0.1613 3.8931
H 2.4177 2.0006 3.3740
H 1.1405 3.6096 4.2507
H -0.9224 4.5248 5.2607
H -2.7913 2.9646 5.7962
H -2.6185 0.5763 5.2271
N -4.6736 -0.9923 1.1297
C -3.7936 -1.5256 2.0679
N -2.8912 -0.6558 2.5511
O -3.8616 -2.7201 2.3640
H -4.7783 0.0064 1.0893
H -5.4867 -1.5429 0.9295
H -2.7165 0.1963 2.0393
H -2.0812 -0.9390 3.1320
O -1.9717 -2.8016 0.2701
C -2.1601 -3.5676 -0.8213
C -2.9904 -4.6890 -0.7648
C -3.2092 -5.4725 -1.8842
C -2.6164 -5.1413 -3.0948
C -1.8005 -4.0206 -3.1553
C -1.5493 -3.2330 -2.0414
C -0.5904 -2.0530 -2.1847
O -0.3325 -1.6582 -3.3458
O -0.1427 -1.5654 -1.1191
H -2.4247 -3.1932 1.0358
H -3.4621 -4.9367 0.1813
H -3.8461 -6.3471 -1.8108
H -2.7836 -5.7493 -3.9762
H -1.3213 -3.7189 -4.0780
O -0.1928 0.6602 1.0168
P 0.2046 1.5702 -0.0862
C -0.9338 1.3264 -1.5195
C -1.0855 2.3266 -2.6643
C -1.7869 1.6217 -3.8378
C -2.9434 0.7202 -3.3637
C -3.4362 1.1298 -1.9783
C -2.3195 0.9498 -0.9406
C 0.2459 3.2708 0.6874
C 0.8941 4.4681 -0.0078
C -0.0336 5.1625 -1.0028
C -1.3421 5.5655 -0.3224
C -2.0261 4.3464 0.2967
C -1.1076 3.6499 1.2985
C 1.9771 1.3455 -0.5682
C 2.3895 -0.1338 -0.4821
C 3.7499 -0.3431 -1.1347
C 3.6345 -0.1136 -2.6559
C 2.4840 0.8498 -2.9942
C 2.3792 1.9456 -1.9327
H -0.4984 0.4190 -1.9512
H -0.1194 2.7022 -3.0062
H -1.6797 3.1908 -2.3537
H -1.0588 0.9957 -4.3587
H -2.1506 2.3777 -4.5425
H -2.5824 -0.3075 -3.3133
H -3.7643 0.7467 -4.0858
H -4.2960 0.5208 -1.6877
H -3.7782 2.1728 -2.0013
H -2.2780 -0.0914 -0.6183
H -2.5422 1.5541 -0.0543
H 0.8918 2.9809 1.5266
H 1.8271 4.1765 -0.4968
H 1.1554 5.1947 0.7724
H -0.2521 4.4873 -1.8314
H 0.4627 6.0443 -1.4205
H -2.0095 6.0532 -1.0401
H -1.1206 6.2928 0.4679
H -2.2944 3.6448 -0.4984
H -2.9528 4.6503 0.7920
H -1.5764 2.7516 1.7075
H -0.9353 4.3168 2.1490
H 2.4995 1.8882 0.2317
H 1.6636 -0.7567 -1.0052
H 2.3952 -0.4661 0.5553
H 4.0967 -1.3575 -0.9296
H 4.4843 0.3476 -0.7002
H 3.4520 -1.0672 -3.1558
H 4.5781 0.2847 -3.0450
H 1.5451 0.2896 -3.0383
H 2.6440 1.2937 -3.9810
H 1.6715 2.7153 -2.2494
H 3.3538 2.4393 -1.8401
*
```